Record 1
The following is a quantum chemistry calculation of a cluster of 4 separate species, C22H60N4O2P2 in total, from the Open Molecules 2025 dataset.

```
90
Properties=species:S:1:pos:R:3
C 1.342 2.263 -0.753
C 1.228 0.753 -0.745
O 1.103 0.306 -2.085
C 1.641 -0.972 -2.362
C 1.967 -1.021 -3.836
P 3.158 0.359 -4.302
P 4.802 1.942 -4.736
N 5.962 0.965 -5.581
O 5.477 1.976 -3.237
H 2.301 2.565 -1.174
H 1.239 2.652 0.261
H 0.539 2.662 -1.374
H 2.112 0.292 -0.287
H 0.349 0.434 -0.171
H 2.551 -1.122 -1.761
H 0.926 -1.759 -2.081
H 2.380 -2.001 -4.092
H 1.050 -0.853 -4.410
H 2.140 1.344 -4.395
H 3.900 0.094 -3.052
H 3.463 -0.271 -5.561
H 6.546 0.405 -4.968
H 5.545 0.353 -6.276
H 5.536 1.099 -2.812
C 3.510 2.123 2.761
C 2.961 3.005 3.870
N 1.509 2.976 3.947
C 0.951 4.014 4.797
C 1.261 3.964 6.298
C 0.921 1.654 4.088
C 1.356 0.791 5.280
H 3.087 2.407 1.797
H 4.594 2.228 2.704
H 3.296 1.067 2.933
H 3.248 4.042 3.674
H 3.449 2.728 4.818
H -0.134 4.005 4.655
H 1.302 4.971 4.401
H 0.703 3.180 6.808
H 0.988 4.915 6.759
H 2.324 3.802 6.486
H 1.126 1.098 3.170
H -0.163 1.783 4.109
H 2.436 0.827 5.431
H 1.085 -0.251 5.098
H 0.878 1.095 6.211
C -5.582 1.568 -0.130
C -4.167 1.997 0.224
N -4.123 3.129 1.134
C -2.800 3.717 1.258
C -1.691 2.868 1.888
C -4.868 2.973 2.373
C -4.505 1.793 3.285
H -6.147 2.406 -0.539
H -5.549 0.775 -0.878
H -6.122 1.178 0.733
H -3.653 2.311 -0.689
H -3.614 1.118 0.597
H -2.902 4.648 1.821
H -2.485 4.007 0.250
H -1.802 2.791 2.969
H -0.718 3.329 1.700
H -1.665 1.859 1.473
H -5.927 2.899 2.120
H -4.763 3.910 2.927
H -4.369 0.873 2.713
H -5.311 1.617 4.000
H -3.594 1.970 3.854
C -0.447 -3.784 -4.501
C -1.174 -5.071 -4.151
N -0.393 -5.943 -3.289
C -0.954 -7.276 -3.153
C -2.311 -7.421 -2.453
C 0.113 -5.335 -2.068
C -0.904 -4.712 -1.102
H 0.522 -3.998 -4.955
H -1.037 -3.198 -5.207
H -0.282 -3.159 -3.622
H -1.373 -5.632 -5.069
H -2.160 -4.815 -3.730
H -0.215 -7.892 -2.633
H -1.038 -7.689 -4.163
H -2.232 -7.292 -1.374
H -2.712 -8.419 -2.636
H -3.039 -6.701 -2.829
H 0.833 -4.564 -2.351
H 0.693 -6.101 -1.548
H -1.650 -4.119 -1.634
H -0.392 -4.046 -0.406
H -1.432 -5.461 -0.513
```

Summary:
Structure (SMILES): CCOCC[PH3]P(N)O.CCN(CC)CC.CCN(CC)CC.CCN(CC)CC
E_tot (Ha): -1926.2970
E_LUMO (eV): 0.5
HOMO-LUMO gap (eV): 7.68

=====

Record 2
The following is a quantum chemistry calculation of a cluster of 6 separate species, C22H60N4O7 in total in a non-equilibrium geometry, from the Open Molecules 2025 dataset.

```
93
Properties=species:S:1:pos:R:3
C -8.020 -1.895 -1.311
O -7.812 -1.505 -2.661
C -6.558 -0.854 -2.862
C -5.727 -1.668 -3.903
C -5.342 -3.109 -3.408
C -3.778 -3.187 -3.192
C -3.518 -2.600 -1.745
C -2.038 -2.164 -1.525
C -1.976 -1.169 -0.276
N -3.008 -1.571 0.665
C -0.513 -1.161 0.335
O -0.488 -1.639 1.683
C -0.191 -0.611 2.637
C -1.206 0.575 2.664
C -0.500 1.990 2.735
N -1.627 2.961 2.599
N 0.390 2.222 1.586
N 0.141 2.233 4.024
H -7.490 -1.270 -0.570
H -9.107 -1.782 -1.109
H -7.790 -2.975 -1.176
H -6.001 -0.655 -1.929
H -6.754 0.142 -3.325
H -4.772 -1.118 -4.034
H -6.263 -1.770 -4.865
H -5.789 -3.270 -2.402
H -5.692 -3.920 -4.067
H -3.227 -2.614 -3.961
H -3.473 -4.255 -3.190
H -3.864 -3.381 -1.049
H -4.136 -1.684 -1.694
H -1.381 -3.025 -1.274
H -1.668 -1.669 -2.441
H -2.153 -0.150 -0.683
H -3.290 -0.829 1.285
H -2.773 -2.420 1.157
H 0.168 -1.768 -0.303
H -0.081 -0.134 0.313
H -0.230 -1.098 3.630
H 0.847 -0.245 2.494
H -1.871 0.627 1.782
H -1.821 0.510 3.585
H -1.224 3.857 2.861
H -1.912 3.025 1.626
H -0.168 2.002 0.768
H 1.203 1.612 1.601
H 0.735 3.049 3.870
H -0.614 2.557 4.626
C -3.589 2.126 -6.417
C -3.109 1.139 -5.370
O -3.256 -0.201 -5.833
H -4.635 1.941 -6.664
H -3.487 3.154 -6.063
H -3.016 2.017 -7.342
H -3.696 1.237 -4.456
H -2.056 1.316 -5.124
H -2.731 -0.292 -6.632
C 3.851 -3.004 0.014
C 4.218 -1.895 0.981
O 3.315 -0.799 0.853
H 3.872 -2.637 -1.013
H 4.543 -3.844 0.102
H 2.837 -3.364 0.207
H 5.222 -1.525 0.773
H 4.190 -2.255 2.015
H 2.429 -1.122 1.047
C 7.006 -2.758 3.730
C 5.972 -2.603 4.830
O 5.755 -3.841 5.499
H 6.684 -3.508 3.006
H 7.168 -1.812 3.210
H 7.960 -3.100 4.141
H 5.017 -2.283 4.414
H 6.296 -1.857 5.563
H 6.593 -4.120 5.876
C 5.040 1.518 1.873
C 5.423 2.617 2.845
O 4.532 3.726 2.726
H 5.060 1.889 0.847
H 5.722 0.669 1.954
H 4.025 1.168 2.065
H 6.431 2.979 2.636
H 5.395 2.251 3.876
H 3.646 3.409 2.921
C 3.194 4.925 -0.735
C 4.073 6.102 -0.354
O 4.237 6.172 1.056
H 2.215 5.010 -0.260
H 3.056 4.871 -1.818
H 3.636 3.986 -0.392
H 3.619 7.039 -0.680
H 5.060 6.017 -0.823
H 4.648 5.347 1.342
```

Summary:
Structure (SMILES): COCCCCCC[C@@H](N)COCCC(N)(N)N.CCO.CCO.CCO.CCO.CCO
E_tot (Ha): -1619.8001
Energy relative to the best compared isomer or geometry (same formula, charge and spin) (kcal/mol): 0.0
E_LUMO (eV): 0.4
HOMO-LUMO gap (eV): 9.44

=====

Q: Which of these has the highest E_tot?
A: C22H60N4O7